1.
The molecule FH2O2P at a distorted geometry, computed with ωB97M-V with the def2-TZVPD basis set.

```
6
Properties=species:S:1:pos:R:3
P -0.32997 -0.44313 0.19529
F 1.36870 1.46744 -0.75331
O -1.37903 -0.01526 1.03306
O 0.13554 1.08187 -0.13734
H -0.69639 -1.24545 -0.98061
H 0.90115 -0.84546 0.64291
```

## Properties
Frontier orbital gap in eV: 11.952
Energy above the lowest of the compared OMol25 structures with the same formula, charge and spin in kcal/mol: 140.3
SMILES: O=[PH2]OF
Multiplicity: 1
LUMO in Eh: 0.0022
Calculated total energy in eV: -16129.7635
Strongest force on any atom in eV/A: 4.8
Highest occupied orbital energy in eV: -11.892

These are the Mulliken partial charges, in e, on atoms 1 to 4: number 1, P, carries 0.5600; number 2, F, carries -0.1542; number 3, O, carries -0.4560; number 4, O, carries -0.1217

=====

2.
A 2-piece molecular cluster, FH2OP overall at a distorted geometry, computed with ωB97M-V with the def2-TZVPD basis set.

```
5
Properties=species:S:1:pos:R:3
P 0.91748 0.48447 0.59705
F -2.08295 -0.26052 -0.35074
O -1.20483 0.49250 -0.98154
H 1.61553 -0.16314 -0.62451
H 0.75476 -0.55332 1.35974
```

## Properties
Frontier orbital gap (alpha / beta) in eV: 7.265 / 7.268
Energy above the lowest of the compared OMol25 structures with the same formula, charge and spin in kcal/mol: 187.9
Multiplicity: 1
LUMO (alpha / beta) in Eh: -0.0918 / -0.0918
Calculated total energy in eV: -14078.6978
Strongest force on any atom in eV/A: 5.9
Highest occupied orbital energy (alpha / beta) in eV: -9.762 / -9.766

These are the Mulliken partial charges, in e, on atoms 1 to 4: number 1, P, carries 0.2026; number 2, F, carries -0.0473; number 3, O, carries -0.3496; number 4, H, carries 0.1186

=====

3.
A 2-piece molecular cluster, FH3N2 overall at a distorted geometry, computed with ωB97M-V with the def2-TZVPD basis set.

```
6
Properties=species:S:1:pos:R:3
F 2.75697 0.25056 0.50007
N 2.25772 -0.04855 -0.67667
N -1.04388 0.06166 0.20923
H -1.89483 0.57253 0.23103
H -0.86022 0.02230 -0.76405
H -1.21577 -0.85849 0.50039
```

## Properties
Frontier orbital gap (alpha / beta) in eV: 9.620 / 9.695
Energy above the lowest of the compared OMol25 structures with the same formula, charge and spin in kcal/mol: 51.2
Multiplicity: 1
LUMO (alpha / beta) in Eh: -0.0230 / -0.0220
Calculated total energy in eV: -5741.3700
Strongest force on any atom in eV/A: 1.6
Highest occupied orbital energy (alpha / beta) in eV: -10.247 / -10.294

These are the Mulliken partial charges, in e, on atoms 1 to 4: number 1, F, carries -0.0403; number 2, N, carries 0.0353; number 3, N, carries -0.6356; number 4, H, carries 0.2187

=====

4.
FH3N2O as an isolated structure at a distorted geometry, computed with ωB97M-V with the def2-TZVPD basis set.

```
7
Properties=species:S:1:pos:R:3
F -1.04002 -1.55631 -1.01598
O 0.53133 -1.03582 -0.95958
N 0.50115 0.12832 -0.59188
N 0.10954 0.20009 1.16322
H 0.78706 0.88477 1.47219
H -0.10221 0.76828 -1.09500
H -0.78685 0.61067 1.02703
```

## Properties
Frontier orbital gap (alpha / beta) in eV: 10.074 / 10.073
Energy above the lowest of the compared OMol25 structures with the same formula, charge and spin in kcal/mol: 87.9
Multiplicity: 1
LUMO (alpha / beta) in Eh: -0.0302 / -0.0303
Calculated total energy in eV: -7787.4095
Strongest force on any atom in eV/A: 4.6
Highest occupied orbital energy (alpha / beta) in eV: -10.896 / -10.897

These are the Mulliken partial charges, in e, on atoms 1 to 4: number 1, F, carries -0.3759; number 2, O, carries -0.0345; number 3, N, carries 0.0119; number 4, N, carries -0.4215

=====

5.
FH3N2O as an isolated structure at a distorted geometry, computed with ωB97M-V with the def2-TZVPD basis set.

```
7
Properties=species:S:1:pos:R:3
F 0.36921 1.76089 1.70353
O 0.65078 0.50177 1.16099
N -0.00151 0.48015 -0.46333
N -0.54800 -0.70759 -0.58393
H 0.80142 0.43983 -0.99584
H -0.10465 -1.46527 -0.98688
H -1.16725 -1.00978 0.16546
```

## Properties
Frontier orbital gap (alpha / beta) in eV: 10.190 / 10.189
Energy above the lowest of the compared OMol25 structures with the same formula, charge and spin in kcal/mol: 90.8
Multiplicity: 1
LUMO (alpha / beta) in Eh: 0.0319 / 0.0319
Calculated total energy in eV: -7787.2863
Strongest force on any atom in eV/A: 3.9
Highest occupied orbital energy (alpha / beta) in eV: -9.322 / -9.321

These are the Mulliken partial charges, in e, on atoms 1 to 4: number 1, F, carries -0.1323; number 2, O, carries -0.2025; number 3, N, carries -0.1570; number 4, N, carries -0.2236

=====

6.
A 2-piece molecular cluster, FH3NOPS overall at a distorted geometry, computed with ωB97M-V with the def2-TZVPD basis set.

```
8
Properties=species:S:1:pos:R:3
S 2.36923 1.59232 -0.02820
P 1.79256 -0.25138 -0.09773
F 2.98040 -1.26921 0.32728
O -2.18969 0.79170 0.09207
N 0.58717 -1.18392 -0.33170
H -2.24844 0.41778 0.97508
H -3.02756 0.60953 -0.34015
H -0.26368 -0.70682 -0.59665
```

## Properties
Frontier orbital gap in eV: 10.060
Energy above the lowest of the compared OMol25 structures with the same formula, charge and spin in kcal/mol: 53.4
Multiplicity: 1
LUMO in Eh: -0.0038
Calculated total energy in eV: -26428.4686
Strongest force on any atom in eV/A: 1.9
Highest occupied orbital energy in eV: -10.164

These are the Mulliken partial charges, in e, on atoms 1 to 4: number 1, S, carries -0.2655; number 2, P, carries 0.7410; number 3, F, carries -0.2154; number 4, O, carries -0.6544

=====

7.
A 2-piece molecular cluster, FH3P2 overall at a distorted geometry, computed with ωB97M-V with the def2-TZVPD basis set.

```
6
Properties=species:S:1:pos:R:3
P 1.24914 0.19873 -0.07024
P -0.24136 -1.40929 -0.07740
F -1.92423 0.79789 0.07907
H -0.67769 -0.95189 -1.22108
H 0.12261 1.20028 -0.03959
H 1.47153 0.16428 1.32923
```

## Properties
Frontier orbital gap (alpha / beta) in eV: 9.330 / 5.522
Energy above the lowest of the compared OMol25 structures with the same formula, charge and spin in kcal/mol: 28.0
Multiplicity: 3
LUMO (alpha / beta) in Eh: 0.0351 / -0.1559
Calculated total energy in eV: -21338.4732
Strongest force on any atom in eV/A: 3.0
Highest occupied orbital energy (alpha / beta) in eV: -8.376 / -9.764

These are the Mulliken partial charges, in e, on atoms 1 to 4: number 1, P, carries -0.0906; number 2, P, carries 0.0181; number 3, F, carries -0.1813; number 4, H, carries 0.0371

=====

8.
FH3P2S as an isolated structure at a distorted geometry, computed with ωB97M-V with the def2-TZVPD basis set.

```
7
Properties=species:S:1:pos:R:3
S 0.01902 2.38294 -0.47698
P 0.45077 -1.04413 1.12884
P -0.60890 0.48444 -0.19984
F -0.21450 -0.30511 -1.51695
H -2.19848 0.02548 -0.75542
H 1.25501 -1.39464 0.10852
H 1.29707 -0.14897 1.71184
```

## Properties
Frontier orbital gap in eV: 8.033
Energy above the lowest of the compared OMol25 structures with the same formula, charge and spin in kcal/mol: 28.7
Multiplicity: 1
LUMO in Eh: -0.0402
Calculated total energy in eV: -32177.9868
Strongest force on any atom in eV/A: 3.4
Highest occupied orbital energy in eV: -9.127

These are the Mulliken partial charges, in e, on atoms 1 to 4: number 1, S, carries -0.3260; number 2, P, carries -0.0823; number 3, P, carries 0.3033; number 4, F, carries -0.2300

=====

9.
The molecule FH3P2S at a distorted geometry, computed with ωB97M-V with the def2-TZVPD basis set.

```
7
Properties=species:S:1:pos:R:3
S 2.70654 0.41669 -0.89475
P -0.83847 -0.07816 -0.13640
P 1.50763 -0.01663 0.56185
F -1.46196 -1.14682 0.97821
H -1.01973 -0.91422 -1.36265
H -2.11041 0.60352 -0.35602
H 1.21640 1.13561 1.20976
```

## Properties
Frontier orbital gap in eV: 7.288
Energy above the lowest of the compared OMol25 structures with the same formula, charge and spin in kcal/mol: 32.7
SMILES: F[PH2]=[PH]=S
Multiplicity: 1
LUMO in Eh: -0.0364
Calculated total energy in eV: -32177.8152
Strongest force on any atom in eV/A: 3.2
Highest occupied orbital energy in eV: -8.280

These are the Mulliken partial charges, in e, on atoms 1 to 4: number 1, S, carries -0.3285; number 2, P, carries 0.2945; number 3, P, carries 0.0461; number 4, F, carries -0.2837

=====

10.
FH4HfO2PSi as an isolated structure at a distorted geometry, computed with ωB97M-V with the def2-TZVPD basis set.

```
10
Properties=species:S:1:pos:R:3
Hf -0.50589 -3.00436 1.98030
P -0.74817 0.67136 -0.45432
Si 0.79449 -0.68829 0.64057
F 0.58554 -0.49620 2.26676
O -0.79969 0.40232 -1.99007
O -0.59937 2.16882 -0.10153
H 0.15727 2.62181 -0.59643
H 0.55235 -2.14992 0.32979
H -1.62942 0.84409 -2.36818
H 2.19288 -0.36962 0.29312
```

## Properties
Frontier orbital gap in eV: 4.172
Multiplicity: 1
LUMO in Eh: -0.8089
Calculated total energy in eV: -25289.2283
Strongest force on any atom in eV/A: 4.8
Charge: +4
Highest occupied orbital energy in eV: -26.184

These are the Mulliken partial charges, in e, on atoms 1 to 4: number 1, Hf, carries 1.7372; number 2, P, carries 1.0354; number 3, Si, carries 0.6831; number 4, F, carries -0.1807